[1]
87
Properties=species:S:1:pos:R:3:forces:R:3:lowdin_charge:R:1 method="wB97M-V/def2-TZVPD" charge=-1 e_homo_ev=-5.08
C 5.725 -2.531 3.012 -0.6 1.0 0.4 -0.137
C 4.816 -1.368 2.307 -0.1 -1.1 -0.3 -0.231
C 4.121 -1.978 0.974 0.9 -0.3 0.1 -0.226
C 4.098 -0.967 -0.270 -0.3 -0.5 0.5 -0.208
C 3.061 0.261 -0.110 0.5 0.2 -1.7 -0.175
C 1.558 -0.293 -0.190 0.7 -1.0 0.0 -0.137
C 0.419 0.742 0.242 0.2 -0.1 2.3 -0.276
C 0.881 2.271 0.378 0.5 7.0 2.2 -0.535
O 1.511 2.927 -0.527 -1.5 -3.6 1.3 -0.064
O 0.546 2.996 1.529 0.3 -4.7 -4.1 -0.167
C -0.225 0.305 1.679 -1.5 -0.7 -1.7 -0.289
S 1.026 0.023 3.012 4.4 -1.1 2.6 0.752
C 0.089 0.247 4.629 -1.2 1.1 -0.2 -0.144
O 2.155 1.011 3.062 -3.1 -1.9 -0.6 -0.346
O 1.545 -1.417 3.068 -2.2 3.1 -0.8 -0.398
C -1.066 -1.042 1.390 0.3 -0.2 0.7 -0.157
C -2.480 -0.737 0.684 0.3 -0.9 3.2 -0.577
C -3.528 -0.434 1.909 -0.9 1.1 0.2 -0.140
C -4.256 0.980 1.782 -2.8 2.8 -0.4 -0.154
C -3.634 2.364 2.079 -3.1 -0.2 -0.7 -0.005
C -4.458 3.673 1.961 -2.0 -3.1 -0.8 -0.058
C -5.946 3.629 1.544 2.0 -3.5 0.3 -0.087
C -6.602 2.251 1.230 3.3 0.4 1.1 -0.087
C -5.767 0.958 1.348 1.2 2.9 0.7 -0.030
P -3.140 -2.320 -0.153 -1.4 -0.4 -0.9 1.019
C -3.377 -3.684 1.188 1.7 -0.3 0.7 -0.422
C -4.484 -4.777 0.778 0.8 0.8 -0.5 -0.181
C -1.891 -3.074 -1.354 0.6 -0.5 -1.1 -0.426
C -2.213 -4.623 -1.751 0.5 1.2 -0.3 -0.170
O -2.516 0.446 -0.151 2.4 -0.9 -0.1 -0.245
S -1.069 0.761 -0.930 -0.2 3.6 -6.5 0.824
O -1.205 2.170 -1.489 -0.1 -3.8 2.9 -0.314
O -0.901 -0.147 -2.117 -0.3 0.5 3.7 -0.331
H 6.818 -2.281 2.802 -1.3 -0.8 0.4 0.062
H 5.506 -2.509 4.148 0.7 0.0 -1.8 0.068
H 5.440 -3.580 2.659 0.5 1.5 0.3 0.062
H 4.070 -1.037 3.101 0.8 -0.2 -1.5 0.077
H 5.454 -0.489 1.959 -0.7 -1.1 0.8 0.103
H 4.804 -2.862 0.658 -1.1 1.3 0.4 0.098
H 3.111 -2.451 1.230 1.3 0.9 -0.4 0.095
H 5.178 -0.597 -0.418 -1.6 -0.3 0.3 0.109
H 3.861 -1.599 -1.212 0.1 1.2 1.4 0.110
H 3.282 0.946 0.774 -0.4 -1.2 -1.0 0.115
H 3.214 0.911 -1.056 -0.3 -0.8 1.7 0.118
H 1.518 -1.218 0.507 -0.2 1.6 -1.0 0.095
H 1.431 -0.728 -1.252 -0.2 1.0 1.6 0.130
H -0.986 1.081 2.061 1.7 -0.9 -0.6 0.114
H -0.501 -0.682 4.924 1.1 1.1 -0.5 0.067
H 0.785 0.637 5.462 -0.8 -1.0 -1.7 0.087
H -0.658 1.096 4.422 1.0 -1.2 0.3 0.068
H -1.241 -1.542 2.420 0.0 0.6 -1.8 0.123
H -0.520 -1.818 0.758 -0.3 1.3 0.9 0.101
H -3.016 -0.457 2.935 -0.4 0.0 -1.6 0.119
H -4.366 -1.225 1.963 1.3 1.2 -0.3 0.089
H -2.554 2.456 2.422 -1.5 -0.1 -0.6 0.090
H -3.988 4.683 2.184 -0.5 -1.6 -0.3 0.088
H -6.589 4.563 1.477 1.1 -1.3 0.1 0.077
H -7.719 2.237 0.945 2.1 -0.2 0.5 0.083
H -6.279 -0.051 1.132 1.0 1.8 0.4 0.093
H -3.551 -3.229 2.230 0.1 -0.7 -1.6 0.071
H -2.344 -4.208 1.253 -1.6 0.7 0.1 0.077
H -5.439 -4.579 1.367 1.2 -0.5 -1.0 0.070
H -4.647 -4.668 -0.361 -0.1 -0.3 1.9 0.051
H -4.030 -5.809 0.969 -1.0 1.4 -0.1 0.072
H -0.797 -3.013 -1.033 -1.4 0.0 -0.4 0.061
H -2.000 -2.490 -2.345 0.3 -0.6 1.8 0.077
H -2.168 -5.278 -0.817 -0.2 0.7 -1.5 0.060
H -1.389 -4.901 -2.513 -1.4 0.2 1.4 0.043
H -3.215 -4.661 -2.304 1.3 -0.2 1.0 0.069
C 0.744 4.496 -3.410 0.5 0.4 -0.6 -0.065
C 1.649 5.212 -4.367 1.5 1.2 -1.6 -0.247
N 2.362 5.776 -5.123 -2.3 -1.7 2.4 0.085
H 1.137 3.500 -3.199 0.0 0.1 0.1 0.074
H 0.675 5.055 -2.475 0.1 -0.2 0.0 0.085
H -0.253 4.401 -3.842 0.1 0.0 0.0 0.078
C 4.047 8.792 -4.459 0.5 0.7 0.4 -0.088
C 4.835 9.926 -3.874 1.4 2.0 1.0 -0.262
N 5.456 10.819 -3.413 -2.0 -2.9 -1.5 0.090
H 4.715 8.105 -4.980 -0.1 0.1 0.1 0.073
H 3.529 8.251 -3.667 0.1 0.1 -0.1 0.069
H 3.311 9.178 -5.167 0.1 0.0 0.1 0.074
C 1.477 -5.655 -4.841 -0.1 0.4 0.9 -0.068
C 1.313 -5.095 -3.460 -0.2 1.0 2.4 -0.238
N 1.183 -4.653 -2.373 0.5 -1.5 -3.5 0.136
H 1.737 -6.713 -4.784 0.0 0.1 0.1 0.075
H 0.545 -5.546 -5.399 0.1 0.0 0.1 0.076
H 2.271 -5.121 -5.366 -0.1 0.0 0.1 0.077


[2]
87
Properties=species:S:1:pos:R:3:forces:R:3:lowdin_spin:R:1 method="wB97M-V/def2-TZVPD" multiplicity=5 charge=+1 e_homo_ev="-12.26 / -12.17"
Ru -1.470 -0.282 -1.121 -0.8 0.0 0.1 2.733
C -2.162 -3.397 -2.331 -0.1 0.0 0.0 0.016
C -1.762 -4.173 -1.085 0.0 0.0 0.0 0.002
C -2.919 -5.003 -0.523 0.0 0.0 0.0 0.001
C -1.125 -3.314 -0.029 -0.1 0.1 -0.1 0.022
C -0.685 -3.718 1.229 0.0 -0.2 0.1 0.009
C -0.050 -2.636 1.805 0.2 0.2 0.1 0.018
C 0.491 -2.580 3.213 -0.1 -0.1 -0.1 0.003
C 2.015 -2.552 3.354 0.0 0.0 0.0 0.001
C -0.171 -1.450 3.999 -0.1 0.1 0.1 0.001
N -0.081 -1.611 0.917 -0.1 -0.1 -0.2 0.016
N -0.778 -2.033 -0.199 0.3 -0.1 0.2 0.091
B 0.809 -0.324 0.810 0.1 0.0 -0.1 0.005
N 0.011 0.996 1.006 -0.2 0.0 -0.5 0.012
N -0.892 1.341 0.021 0.0 0.3 0.6 0.121
C -1.352 2.589 0.288 0.2 -0.3 -0.2 0.023
C -0.710 3.047 1.421 0.0 0.2 0.2 0.018
C 0.146 2.031 1.843 0.2 -0.1 0.1 0.030
C 1.107 2.065 2.998 -0.1 0.0 -0.1 0.004
C 0.354 2.365 4.297 0.0 0.1 0.0 0.002
C 2.203 3.103 2.740 0.0 0.1 0.0 0.002
C -2.326 3.299 -0.595 0.1 0.0 0.1 0.002
C -1.602 4.377 -1.412 0.0 0.1 0.0 0.001
C -3.474 3.887 0.223 0.0 0.1 0.0 0.001
N 1.406 -0.258 -0.646 -0.2 0.0 -0.2 -0.001
N 0.540 -0.273 -1.735 0.2 0.1 -0.1 0.044
C 1.293 -0.260 -2.860 -0.4 0.0 0.1 0.022
C 2.620 -0.220 -2.489 0.3 0.0 -0.2 0.009
C 2.673 -0.209 -1.107 0.0 0.0 0.4 0.024
C 3.989 -0.037 -0.369 -0.2 0.0 -0.1 0.003
C 4.159 -0.550 1.054 -0.1 -0.1 0.1 0.000
C 4.392 1.443 -0.453 0.0 0.1 0.0 0.002
C 0.823 -0.321 -4.292 0.0 0.0 0.1 0.002
C -0.680 -0.332 -4.480 0.0 0.0 -0.1 0.012
C 1.447 0.832 -5.087 0.0 0.0 0.0 0.001
H -2.668 -4.054 -3.042 0.1 0.0 0.0 0.002
H -1.298 -2.956 -2.833 0.0 0.0 0.0 0.003
H -2.885 -2.615 -2.092 0.0 0.0 0.0 0.007
H -0.969 -4.874 -1.362 0.0 0.0 -0.1 0.001
H -3.741 -4.368 -0.195 0.0 0.0 0.0 0.000
H -2.597 -5.616 0.320 0.0 0.0 0.0 0.000
H -3.299 -5.675 -1.294 0.0 0.0 0.0 0.000
H -0.804 -4.696 1.673 0.0 0.1 0.0 0.001
H 0.150 -3.521 3.644 0.0 -0.1 0.0 0.000
H 2.414 -1.557 3.168 0.0 0.0 0.0 0.000
H 2.501 -3.257 2.676 0.0 0.0 0.0 0.000
H 2.289 -2.828 4.375 -0.1 0.0 -0.1 0.000
H 0.115 -0.482 3.590 0.0 0.1 0.0 0.000
H 0.144 -1.477 5.045 0.0 0.0 -0.1 0.000
H -1.261 -1.522 3.970 0.1 0.0 0.0 0.000
H 1.658 -0.386 1.625 0.0 0.0 -0.1 0.000
H -0.832 4.016 1.882 0.0 -0.1 -0.1 0.001
H 1.583 1.090 3.079 0.0 -0.1 0.0 0.000
H -0.105 3.355 4.258 0.0 0.0 0.0 0.000
H 1.047 2.352 5.140 0.0 0.0 0.0 0.000
H -0.436 1.638 4.490 0.0 0.0 0.0 0.000
H 1.778 4.107 2.658 0.0 -0.1 0.0 0.000
H 2.750 2.892 1.819 -0.1 0.0 0.1 0.000
H 2.916 3.106 3.568 -0.1 0.0 -0.1 0.000
H -2.730 2.566 -1.289 -0.1 -0.1 -0.1 0.001
H -1.167 5.137 -0.756 -0.1 -0.1 0.0 0.000
H -2.308 4.873 -2.081 0.0 0.0 0.0 0.000
H -0.795 3.955 -2.016 0.0 0.0 0.0 0.000
H -3.104 4.659 0.905 0.0 -0.1 -0.1 0.000
H -3.985 3.123 0.811 0.0 0.0 0.0 0.001
H -4.211 4.339 -0.440 0.0 0.0 0.0 0.000
H 3.471 -0.209 -3.151 -0.1 0.0 0.1 0.001
H 4.687 -0.606 -0.985 0.1 0.0 -0.1 0.001
H 3.648 0.078 1.785 0.0 0.0 0.0 0.000
H 5.223 -0.524 1.297 0.0 0.0 0.0 0.000
H 3.816 -1.578 1.171 0.0 0.0 0.0 0.000
H 3.674 2.061 0.093 0.1 0.0 -0.1 0.000
H 4.428 1.800 -1.483 0.0 0.0 0.0 0.000
H 5.375 1.589 -0.002 0.0 0.0 0.0 0.000
H 1.228 -1.258 -4.682 0.0 0.0 0.0 0.001
H -1.113 0.617 -4.177 0.0 0.1 0.0 0.002
H -1.160 -1.145 -3.929 0.0 0.0 0.0 0.005
H -0.939 -0.476 -5.530 0.1 0.0 0.0 0.001
H 1.124 1.794 -4.681 0.0 0.0 0.0 0.000
H 1.133 0.779 -6.130 0.0 0.0 0.0 0.000
H 2.537 0.804 -5.063 -0.1 0.0 0.0 0.000
S -3.248 -0.002 -2.791 0.3 0.1 0.3 0.335
C -4.414 0.983 -2.071 -0.2 0.0 0.0 0.044
N -5.231 1.659 -1.608 0.2 -0.1 -0.1 0.082
S -3.164 -0.141 0.466 0.0 -0.3 -0.3 0.183
C -4.336 -1.300 0.028 0.3 0.0 0.0 0.025
N -5.128 -2.089 -0.259 0.1 0.1 0.1 0.047


What did we get for energy above the lowest of the compared OMol25 structures with the same formula, charge and spin? Answer: 859.8; 30.8 kJ/mol, in the order shown.